This record from the Open Molecules 2025 dataset describes a molecular structure, C17H25F5NO2P2RuS in a non-equilibrium geometry. The level of theory is the ωB97M-V functional and the def2-TZVPD basis.

Positions of all 54 atoms, in Å:
C1 -0.90358 0.71233 -4.28297
C2 -0.90453 0.17517 -2.99317
N1 -0.09544 0.68454 -2.03754
C3 0.67366 1.75916 -2.29588
C4 0.70285 2.32770 -3.56696
C5 -0.08956 1.79964 -4.57547
C6 -1.77544 -0.98825 -2.61884
P1 -2.10515 -0.97359 -0.80271
Ru1 -0.10971 -0.23199 -0.03950
P2 1.74647 1.08189 0.15342
C7 1.49957 2.33385 -1.16802
O1 -0.70977 -3.48546 -3.02133
O2 0.30796 -3.71324 -0.67842
H1 -1.57706 0.26375 -5.01312
H2 1.37552 3.17056 -3.72433
H3 -0.07122 2.22439 -5.58093
C8 -3.54017 0.09462 -0.54267
C9 -2.66834 -2.63988 -0.39463
H4 2.47053 2.68904 -1.53554
H5 0.98210 3.18895 -0.70514
H6 -1.27366 -2.00439 -2.88032
H7 -2.73557 -0.95030 -3.15221
C10 2.12020 2.01666 1.65822
C11 3.31394 0.28384 -0.31324
H8 0.52684 -2.74776 -0.43231
H9 0.28395 -4.20950 0.15854
H10 -0.25496 -3.70176 -2.12854
H11 -0.03028 -3.55295 -3.70377
H12 -0.79975 1.03306 0.63660
H13 0.86427 -1.45108 -0.51161
H14 -4.41596 -0.29060 -1.08379
H15 -3.74558 0.11525 0.53627
H16 -3.30343 1.11071 -0.88144
H17 -3.52997 -2.90669 -1.02189
H18 -1.84958 -3.35612 -0.54602
H19 -2.96076 -2.64697 0.66157
H20 4.12665 1.02325 -0.35110
H21 3.53363 -0.48813 0.43695
H22 3.18731 -0.19475 -1.29343
H23 2.99999 2.65923 1.50125
H24 1.24744 2.62855 1.92424
H25 2.31363 1.31432 2.47982
F1 1.12400 2.03047 6.66794
C12 0.79277 1.28698 5.59496
C13 -0.25066 1.68983 4.76568
F2 -0.90837 2.84031 5.02250
C14 -0.61127 0.89943 3.68261
F3 -1.70367 1.24739 2.96446
C15 0.10028 -0.27053 3.35942
S1 -0.32188 -1.26120 1.99637
C16 1.15600 -0.64608 4.21889
F4 1.84216 -1.77823 3.95085
C17 1.48735 0.10679 5.33663
F5 2.46620 -0.30218 6.16967

Computed properties:
Frontier orbital gap (spin up / spin down), Eh: 0.142 / 0.173
Electronic energy, Ha: -2542.7213
Net charge: +1
2S+1: 5
E_LUMO (spin up / spin down), eV: -3.42 / -6.63